# 1
# C15H36Cl2O12P2

A cluster of 5 separate species, C15H36Cl2O12P2 in total (ωB97M-V/def2-TZVPD, the Open Molecules 2025 dataset).

Results
- charge = 0
- E_LUMO (Eh) = 0.01887
- gap between HOMO and LUMO (eV) = 10.613
- SMILES = COP(=O)(OC)OC.COP(=O)(OC)OC.CCOC(C)=O.CCOC(C)=O.ClCCl

Last column: Mulliken charge in e.
CARTESIAN COORDINATES (ANGSTROEM)
Cl 2.78 -0.80 0.59  -0.1389
Cl 2.03 -0.14 3.33  -0.1881
P -4.73 -1.92 2.36  0.6166
P -0.88 -2.71 -1.15  0.5220
O 4.41 4.19 -0.57  -0.5544
O -1.46 -4.10 -1.61  -0.3233
O -0.22 -2.16 -2.47  -0.3204
O -3.31 -2.29 1.81  0.1524
O -5.31 -3.24 3.01  -0.3747
O -4.82 -0.76 3.24  -0.7387
O -0.11 2.42 1.33  -0.2954
O 6.13 3.70 -1.94  -0.3632
O -2.16 -1.85 -0.90  0.4349
O -0.58 3.14 -0.75  -0.6349
O 0.00 -2.75 0.01  -0.5392
O -5.48 -1.80 0.96  -0.0620
C 0.76 3.55 1.53  -0.4657
C 0.58 -0.98 -2.50  -0.3416
C -6.85 -1.43 0.98  -0.8075
C 4.83 1.91 -1.19  -0.4540
C -0.68 2.32 0.13  0.4988
C 1.57 -1.00 1.86  1.0491
C -0.57 -5.07 -2.18  -0.7492
C 5.07 3.38 -1.19  0.7170
C 2.11 3.32 0.90  -0.7833
C -1.42 1.02 -0.03  -0.1964
C -2.16 -2.05 2.64  -0.4677
C 7.78 5.35 -1.31  -1.0840
C 6.48 5.10 -2.03  -0.2182
C -5.24 -4.48 2.31  -0.5771
C -3.20 -1.70 -1.86  -0.8430
H 0.64 -0.61 1.49  -1.0263
H 0.21 -0.33 -3.29  0.2451
H -6.24 -4.77 2.01  0.2721
H -0.69 -6.00 -1.63  0.2633
H -7.00 -0.52 1.56  0.3332
H -4.07 -2.27 -1.54  0.1956
H -4.82 -5.22 2.99  0.2625
H 0.84 3.65 2.61  0.3274
H 8.05 6.40 -1.39  0.3586
H -4.60 -4.42 1.43  0.2206
H -2.41 1.10 0.43  0.4687
H 0.56 -0.44 -1.55  0.0023
H -2.89 -2.05 -2.85  0.3924
H 1.50 -2.05 2.10  0.3567
H 0.47 -4.75 -2.12  0.3356
H 4.47 1.55 -2.16  0.2996
H -7.15 -1.24 -0.05  0.2133
H 6.56 5.34 -3.09  0.2969
H 0.26 4.43 1.13  0.3231
H 1.61 -1.25 -2.72  0.2630
H 4.05 1.65 -0.48  -0.1719
H -0.85 -5.24 -3.22  0.2801
H 2.85 4.01 1.29  0.3944
H 5.74 1.37 -0.93  0.3425
H 7.67 5.15 -0.24  0.2957
H 2.07 3.41 -0.19  0.3554
H -2.44 -1.94 3.69  0.4935
H -1.48 -2.89 2.51  0.2460
H 2.46 2.30 1.11  0.0359
H -0.90 0.20 0.45  -0.4377
H 5.67 5.69 -1.62  0.2939
H -1.63 -1.19 2.25  -0.0608
H -3.46 -0.65 -1.91  0.2988
H -7.46 -2.23 1.41  0.2966
H 8.60 4.75 -1.71  0.2843
H -1.58 0.86 -1.09  0.1795

---

# 2
# C5H8N2

The molecule C5H8N2 (ωB97M-V/def2-TZVPD, the Open Molecules 2025 dataset).

Results
- charge = 0
- E_LUMO (Eh) = 0.02540
- gap between HOMO and LUMO (eV) = 9.449
- SMILES = CC=C=N/C=N/C

Last column: Mulliken charge in e.
CARTESIAN COORDINATES (ANGSTROEM)
N -1.57 -0.12 0.15  -0.3747
N 0.29 -0.22 1.57  -0.5164
C -1.04 -0.59 1.19  0.0958
C -2.96 -0.42 -0.12  -0.6923
C 1.76 0.92 -0.16  -0.4423
C 2.90 0.31 -0.93  -0.9794
C 1.00 0.30 0.71  0.5904
H 3.84 0.42 -0.37  0.2618
H -3.48 -0.92 0.71  0.3027
H 3.02 0.83 -1.89  0.2967
H 2.75 -0.75 -1.13  0.3208
H -3.47 0.53 -0.33  0.2360
H 1.52 1.97 -0.30  0.3340
H -1.54 -1.22 1.93  0.3285
H -3.03 -1.04 -1.02  0.2385

---

# 3
# C33H41InN13O10P2S

A structure of composition C33H41InN13O10P2S (ωB97M-V/def2-TZVPD, the Open Molecules 2025 dataset).

Results
- charge = 0
- ⟨S²⟩ = 0.75
- spin multiplicity = 2
- E_LUMO (alpha / beta) (Eh) = -0.03568 / -0.03568
- gap between HOMO and LUMO (alpha / beta) (eV) = 5.394 / 6.926

Last column: Mulliken charge in e.
CARTESIAN COORDINATES (ANGSTROEM)
In 0.31 -0.27 -0.22  2.1316
S -3.32 -1.05 2.53  -0.2720
P 3.19 1.15 0.10  0.4244
P 1.30 2.29 1.98  0.7338
O 2.63 1.45 -1.40  -0.1367
O -1.76 -6.75 4.46  -0.5965
O 0.17 1.47 1.34  0.6262
O 4.65 1.24 0.11  -0.8057
O 0.93 3.63 2.44  -0.7901
O 1.99 1.42 3.14  -0.7169
O -1.79 -0.47 -1.84  -0.7026
O -0.35 -5.51 5.50  -0.5854
O 2.47 -0.10 0.60  -0.6082
O 2.49 2.40 0.88  -0.5706
N 0.53 4.55 -2.11  1.2036
N 0.50 0.23 -3.55  0.5976
N -0.47 -2.78 -0.18  0.7351
N -2.43 1.41 2.14  0.7628
N -0.45 4.40 -3.01  -0.9696
N 1.34 -1.33 -2.10  0.2727
N -4.71 1.22 2.61  -0.5502
N -2.99 -0.10 -1.43  -0.0564
N 2.66 -0.54 -3.91  0.3305
N -1.15 3.40 -2.62  -0.4122
N -0.66 2.87 -1.48  0.9343
N -0.04 -1.54 2.17  0.9881
N -1.02 -5.80 4.53  0.9593
C -0.10 -1.50 4.56  -1.8631
C 3.72 -1.51 -3.64  -0.8033
C 1.90 1.45 -5.09  -0.3510
C -1.00 -4.84 0.93  1.3174
C 0.06 -0.89 3.31  -0.5575
C 2.41 -2.23 -1.68  -0.9620
C -3.77 -1.00 -0.79  -0.2957
C -1.26 -5.44 -0.32  -0.9103
C 3.79 -1.81 -2.16  -0.5294
C -0.38 -2.83 4.62  -0.8351
C 2.75 0.20 -5.15  -0.7601
C -3.67 3.38 2.32  -1.0447
C -4.76 2.53 2.56  -0.1304
C -5.02 -0.64 -0.34  -0.6224
C -3.42 1.15 -1.66  0.0282
C -3.51 0.60 2.42  0.2193
C -0.53 -3.55 3.42  1.1083
C 1.55 5.58 -2.24  -1.1889
C -0.60 -3.50 0.95  -1.2996
C -4.67 1.54 -1.23  -0.9178
C -0.36 -2.84 2.22  -0.4005
C 1.51 -0.57 -3.16  -0.2114
C -1.14 -5.56 2.15  -0.7646
C 1.58 6.58 -1.08  0.8248
C 0.19 7.14 -0.80  -1.4558
C -5.49 0.64 -0.56  -0.2164
C -2.48 2.75 2.10  0.2886
C 2.21 6.00 0.19  -1.4074
C 0.48 1.01 -4.77  -0.6535
C -0.72 -3.35 -1.33  -0.4102
C -1.12 -4.69 -1.46  -1.2446
C 0.39 3.60 -1.19  -1.3695
C -0.90 -4.94 3.32  0.1067
H 3.54 -2.43 -4.21  0.2354
H -0.49 -3.32 5.57  0.5355
H 2.44 -0.42 -6.00  0.2077
H 3.38 1.70 -1.94  0.2334
H -0.36 0.17 -3.01  -0.2803
H -3.32 -1.97 -0.65  0.4273
H 2.45 6.81 0.88  0.4436
H -0.27 7.55 -1.70  0.3839
H 2.52 5.08 -2.35  0.3222
H 2.18 -3.24 -2.05  0.5407
H 2.36 0.61 2.75  0.4291
H 1.94 1.99 -6.03  0.4280
H 1.05 3.47 -0.35  0.4182
H -1.51 1.02 1.92  -0.7564
H 0.09 0.43 -5.61  0.3923
H 3.14 5.47 -0.03  0.3777
H -6.46 0.94 -0.19  0.4133
H -3.76 4.45 2.32  0.4614
H -5.60 -1.37 0.20  0.4029
H 4.65 -1.08 -3.99  0.4522
H -0.18 1.86 -4.62  0.4083
H -0.61 -2.72 -2.20  0.5197
H -4.98 2.56 -1.42  0.4598
H 3.81 0.45 -5.31  0.4439
H 0.24 7.93 -0.05  0.4627
H 2.21 7.39 -1.44  0.3532
H 1.55 5.32 0.72  0.2615
H -1.32 -5.10 -2.43  0.4817
H 2.40 -2.29 -0.59  0.2383
H -5.75 2.96 2.72  0.3942
H 0.27 0.17 3.25  0.7833
H -2.73 1.79 -2.19  0.5882
H 4.12 -0.93 -1.61  -0.0505
H -1.58 -6.47 -0.36  0.4644
H 0.00 -0.90 5.46  0.5118
H 1.32 6.09 -3.18  0.4525
H 4.51 -2.61 -1.98  0.4561
H -1.44 -6.60 2.14  0.5545
H -0.47 6.36 -0.41  0.1714
H 2.26 2.11 -4.29  -0.0329
H -1.54 3.24 1.89  0.3947

---

# 4
# C19H21ClN2O3

The molecule C19H21ClN2O3 (ωB97M-V/def2-TZVPD, the Open Molecules 2025 dataset).

Results
- charge = 0
- E_LUMO (Eh) = 0.02563
- gap between HOMO and LUMO (eV) = 9.539
- SMILES = CCOCC(=O)Nc1cc(C(=O)NCCc2ccccc2)ccc1Cl

Last column: Mulliken charge in e.
CARTESIAN COORDINATES (ANGSTROEM)
Cl 2.99 2.55 0.77  -0.2589
O 3.48 -2.58 0.06  -0.6349
O -1.18 -2.69 0.96  -0.6448
O 6.05 -0.14 0.22  -0.4461
N -2.35 -1.32 -0.41  -0.1576
N 3.45 -0.35 0.59  -0.1476
C 5.57 -1.44 0.44  -0.7131
C 0.42 1.74 0.64  -1.0662
C -4.62 -1.71 0.49  -1.0565
C -0.58 0.79 0.53  -0.2203
C -5.80 0.11 -0.77  -0.3442
C -5.49 2.43 -0.22  -0.4422
C 6.10 0.23 -1.15  -0.1507
C 1.75 1.34 0.65  0.6546
C 6.46 1.70 -1.24  -1.1051
C -0.25 -0.56 0.45  0.1126
C -4.38 0.73 1.06  -0.2411
C -3.52 -2.16 -0.49  -0.8619
C -4.96 -0.26 0.27  0.3410
C -6.07 1.45 -1.01  -0.5432
C 2.10 -0.01 0.57  0.3126
C 1.09 -0.95 0.48  -0.5398
C -4.64 2.06 0.81  -0.5235
C 4.04 -1.54 0.33  0.6609
C -1.29 -1.63 0.38  0.2819
H 6.02 -2.16 -0.24  0.3924
H 4.09 0.42 0.76  0.1848
H -4.19 2.82 1.43  0.4106
H 6.55 2.00 -2.28  0.3823
H -1.61 1.11 0.54  0.3345
H 5.85 -1.70 1.47  0.3067
H -3.90 -2.13 -1.52  0.4261
H -6.26 -0.65 -1.38  0.4079
H -3.73 0.44 1.87  0.4335
H 5.70 2.31 -0.76  0.1829
H -4.25 -1.85 1.51  0.3658
H -6.73 1.73 -1.82  0.3818
H -2.42 -0.40 -0.81  0.3158
H -3.20 -3.18 -0.25  0.4013
H 7.41 1.88 -0.74  0.3046
H 5.13 0.04 -1.63  0.2848
H -5.50 -2.34 0.35  0.4265
H 0.18 2.79 0.72  0.4206
H 1.33 -2.00 0.43  0.6291
H -5.69 3.47 -0.42  0.3803
H 6.85 -0.39 -1.66  0.3619

---

# 5
# C20H12Cl4N4O5RuS2Se

A structure of composition C20H12Cl4N4O5RuS2Se (ωB97M-V/def2-TZVPD, the Open Molecules 2025 dataset).

Results
- charge = -1
- ⟨S²⟩ = 8.79
- spin multiplicity = 6
- E_LUMO (alpha / beta) (Eh) = 0.08272 / 0.02419
- gap between HOMO and LUMO (alpha / beta) (eV) = 7.052 / 5.916

Last column: Mulliken charge in e.
CARTESIAN COORDINATES (ANGSTROEM)
Ru 1.66 -0.73 -0.20  0.4928
Se 3.29 -1.27 -2.02  -0.0501
Cl -3.01 -6.02 -1.18  -0.2137
Cl 0.04 -5.73 -0.35  -0.1344
Cl -3.34 -0.63 -1.67  -0.1613
Cl -4.67 -3.49 -1.80  -0.2079
S 0.27 2.69 -0.33  1.2877
S 2.42 -0.24 2.05  -0.4000
O -0.95 2.53 -1.09  -0.6952
O -0.52 -0.77 -0.84  -0.4543
O 0.07 2.76 1.12  -0.8937
O 3.56 1.60 -1.44  -0.6479
O 0.89 -2.94 -0.26  -0.8764
N -0.20 0.15 2.01  0.1829
N 2.96 -4.23 -2.56  -0.6225
N 0.48 -2.02 2.59  -0.4907
N 1.40 1.63 -0.68  0.0959
C 1.66 6.36 -1.40  -0.5502
C -1.08 -1.90 -0.95  -0.2509
C 1.14 4.12 -0.87  0.2095
C -1.07 -3.80 2.93  -1.0092
C 2.37 3.70 -1.31  -0.1636
C -2.47 0.88 1.56  -1.3071
C 0.80 -0.77 2.21  -0.0217
C 0.75 5.44 -0.89  -0.5923
C -1.51 -0.19 1.95  1.2402
C -1.83 -1.49 2.23  -1.1643
C -2.24 -4.48 -1.08  0.5079
C -3.01 -3.30 -1.38  0.3791
C -0.93 -4.38 -0.73  -0.0526
C 2.91 5.95 -1.87  -0.4428
C 3.28 4.61 -1.82  -0.5838
C -0.29 -3.09 -0.64  0.5652
C -2.45 -2.06 -1.31  0.1441
C -0.78 -2.37 2.58  1.1694
C 2.54 2.20 -1.17  0.4724
C 3.06 -3.10 -2.32  0.2512
H -2.13 -3.99 3.09  0.3303
H -0.72 -4.43 2.11  0.1141
H 1.39 7.41 -1.45  0.3790
H 3.59 6.69 -2.27  0.3781
H -2.86 -1.82 2.20  0.3130
H -0.22 5.75 -0.53  0.4474
H -0.50 -4.07 3.82  0.3694
H -2.33 1.11 0.50  0.1336
H 4.25 4.27 -2.17  0.5016
H 0.07 1.12 1.77  0.2475
H -3.48 0.53 1.73  0.4085
H -2.29 1.79 2.12  0.3663

---

# 6
# C6H6

A structure of composition C6H6 (ωB97M-V/def2-TZVPD, the Open Molecules 2025 dataset).

Results
- charge = 0
- E_LUMO (Eh) = 0.02545
- gap between HOMO and LUMO (eV) = 10.204

Last column: Mulliken charge in e.
CARTESIAN COORDINATES (ANGSTROEM)
C -0.85 -0.43 0.28  -0.4575
C 2.83 0.15 0.57  0.2005
C 1.81 -0.36 0.17  -0.4088
C -0.04 -1.77 -1.03  -0.8576
C -1.38 0.80 -0.44  -0.9763
C 0.59 -0.93 -0.27  0.4494
H -1.77 0.54 -1.43  0.3057
H -2.18 1.27 0.13  0.2987
H 3.74 0.60 0.92  0.4051
H -1.62 -1.20 0.35  0.3581
H -0.57 1.54 -0.57  0.3047
H -0.56 -0.22 1.31  0.3782